# 1
{"formula": "C2H4O3P", "method": "the ωB97M-V functional and the def2-TZVPD basis", "elements": ["C", "C", "O", "O", "O", "P", "H", "H", "H", "H"], "coordinates": [[2.21417, -0.77609, -0.01748], [-0.67481, 0.88658, -0.89064], [2.03048, -1.19645, -1.06999], [2.52715, -0.44029, 1.05282], [-1.51772, -0.22705, -0.61965], [-1.34822, -0.81160, 0.78872], [-1.05193, 1.26739, -1.81097], [-0.74135, 1.43674, 0.00212], [-0.01061, -0.59205, 1.13041], [-1.42717, 0.45282, 1.43468]], "forces_ev_per_a": [[0.2, 0.3, 0.7], [1.6, -0.7, -1.0], [-0.2, -0.5, -0.9], [0.0, 0.2, 0.0], [-0.7, -1.3, -2.2], [-1.0, -0.8, 2.4], [-0.3, 1.1, -0.6], [-0.1, 2.0, 0.9], [1.1, -0.4, -0.3], [-0.7, 0.2, 1.0]], "energy_ev": -17568.30085, "total_charge": -1, "gap_ev": 4.84, "homo_ev": -1.165, "de_lowest_kcal_mol": 113.75}

# 2
{"formula": "C2H16O8Sn", "method": "the ωB97M-V functional and the def2-TZVPD basis", "elements": ["Sn", "O", "C", "C", "O", "H", "H", "H", "H", "O", "H", "H", "O", "H", "H", "O", "H", "H", "O", "H", "H", "O", "H", "H", "O", "H", "H"], "coordinates": [[-0.06010, -0.28855, -0.18633], [1.22243, 1.79202, 0.97300], [1.04001, 1.66805, 2.34941], [0.69879, 0.19608, 2.59421], [1.42036, -0.65721, 1.74542], [0.15722, 2.14468, 2.59436], [2.07720, 1.92097, 2.67940], [-0.39756, 0.20053, 2.41790], [0.68895, -0.18712, 3.61431], [2.50258, -0.82931, -0.83080], [2.60083, -0.67174, -1.76484], [3.12919, -1.54615, -0.66047], [-1.82396, -0.57703, -2.24694], [-1.99395, -0.25578, -3.11150], [-2.59706, -0.32530, -1.79370], [-2.01215, -1.52531, 0.89730], [-2.37035, -1.35324, 1.73781], [-2.26383, -2.39039, 0.56520], [-1.82906, 1.62011, 0.09309], [-2.69875, 1.76366, 0.44478], [-1.75230, 2.05925, -0.73625], [0.72098, 1.37432, -1.99357], [1.42376, 1.94121, -1.60425], [0.47198, 1.84981, -2.78650], [0.18945, -2.54770, -1.43298], [0.48118, -2.37454, -2.35876], [0.97417, -3.00131, -1.19932]], "forces_ev_per_a": [[3.6, 1.6, 3.7], [-1.5, -0.3, -2.1], [3.0, -2.1, -2.5], [0.6, -1.1, -0.5], [-2.1, -0.3, -0.7], [-1.4, 2.2, 1.6], [-1.1, 0.3, 1.3], [-0.7, -0.2, -0.6], [0.6, 0.3, 0.7], [0.2, -0.4, -0.2], [0.1, 0.3, -0.7], [-0.1, 0.2, 0.5], [1.0, -0.8, -0.4], [0.0, 0.4, -1.6], [-1.5, 0.4, 1.4], [0.4, -0.1, -1.8], [-0.7, 0.0, 1.8], [-0.1, -0.2, 0.3], [0.1, -0.7, 0.8], [-0.7, 0.3, 0.2], [0.1, 0.8, -0.9], [0.9, 0.7, -0.2], [-0.5, -0.5, 0.5], [-0.2, 0.0, -0.4], [-0.3, -0.1, -2.2], [-1.1, 0.3, 0.5], [1.3, -1.0, 1.5]], "energy_ev": -24540.58848, "total_charge": 0, "gap_ev": 5.37, "homo_ev": -5.748, "de_lowest_kcal_mol": 36.62}

# 3
{"formula": "C8H19N2", "method": "the ωB97M-V functional and the def2-TZVPD basis", "elements": ["C", "C", "C", "C", "C", "C", "C", "C", "N", "N", "H", "H", "H", "H", "H", "H", "H", "H", "H", "H", "H", "H", "H", "H", "H", "H", "H", "H", "H"], "coordinates": [[0.48490, -0.73751, -0.85159], [-1.04230, -0.77329, -0.61072], [1.18639, 0.24298, 0.04377], [0.62861, 1.66979, -0.16260], [-1.66396, -1.07998, 0.69557], [2.74129, 0.04906, -0.01761], [1.26067, 2.47114, -1.22571], [-0.21277, 2.24380, 0.74855], [-3.05342, -1.18167, 0.66256], [-1.15308, -2.55711, 1.11019], [0.93988, -1.76737, -0.88262], [0.62146, -0.38448, -1.88131], [-1.56282, 0.19519, -0.78641], [-1.52761, -1.33987, -1.46124], [0.83314, 0.04389, 1.14744], [3.20545, -0.20039, 0.86368], [3.16490, 1.04329, -0.30705], [2.93487, -0.60822, -0.82902], [2.29210, 2.90099, -0.97232], [0.67559, 3.46921, -1.49340], [1.57256, 1.96056, -2.13381], [-1.06227, -0.46679, 1.36847], [-0.40584, 3.26856, 0.45487], [-0.52414, 1.93425, 1.71562], [-3.43042, -0.88955, -0.30662], [-3.62463, -0.77889, 1.44470], [-1.82760, -2.83945, 1.91047], [-0.11015, -2.60380, 1.46468], [-1.34082, -3.28436, 0.29145]], "forces_ev_per_a": [[-0.9, -0.5, -0.5], [-1.4, 0.4, -3.0], [-0.3, 0.0, 3.2], [0.2, -0.4, 2.3], [1.9, -1.6, 0.1], [-1.9, 3.2, -2.2], [0.7, 3.5, -1.3], [1.8, 0.5, -2.8], [-1.7, 1.5, -1.1], [0.0, -1.9, 0.8], [-0.4, 0.8, 0.5], [-0.1, -0.1, 0.0], [1.1, 0.1, -0.1], [0.4, -0.1, 1.0], [0.8, 0.0, -1.7], [0.8, -1.0, 2.1], [-0.1, -0.9, 0.2], [0.6, -0.8, -0.5], [-1.3, -0.6, 0.5], [0.9, -2.3, 0.4], [-0.7, -0.4, -0.3], [-1.1, 0.1, 0.9], [-0.5, 0.1, 0.5], [-0.2, -0.7, 0.4], [0.6, -0.7, 2.4], [1.0, -0.4, -1.2], [1.6, 0.3, -1.5], [-2.6, 0.0, -1.0], [0.7, 1.9, 2.1]], "energy_ev": -11576.05115, "total_charge": 1, "gap_ev": 8.90, "homo_ev": -12.259, "de_lowest_kcal_mol": 45.95, "smiles": "C=C(C)[C@H](C)CC[C@@H](N)[NH3+]"}

# 4
{"formula": "C2H6N5", "method": "the ωB97M-V functional and the def2-TZVPD basis", "elements": ["C", "C", "N", "N", "N", "N", "N", "H", "H", "H", "H", "H", "H"], "coordinates": [[-1.03934, 0.86026, 0.04144], [2.16622, -0.08896, -0.16958], [1.33892, 0.72458, 0.07044], [0.21636, 1.31639, -0.15956], [-1.39121, -0.39419, 0.08702], [3.25660, -0.75053, 0.17111], [-2.61905, -0.81594, 0.10711], [-1.66256, 1.61114, 0.36496], [0.33489, 2.31259, 0.05086], [3.31762, -1.05916, 1.13571], [4.03709, -0.99091, -0.45306], [-2.71319, -1.73804, 0.41486], [-3.46033, -0.15625, 0.44761]], "forces_ev_per_a": [[-2.8, -4.8, 0.8], [1.6, 0.1, 0.9], [0.6, -1.5, -1.0], [2.4, 2.3, 0.4], [3.0, 2.2, -1.0], [-0.9, 0.2, -0.2], [-3.6, 3.1, 1.0], [-1.7, 1.9, 0.1], [-0.3, -0.4, -0.3], [0.2, 0.0, -0.1], [-1.0, 0.2, 0.1], [-0.1, -1.5, 0.4], [2.6, -1.7, -1.0]], "energy_ev": -9610.89042, "total_charge": 1, "gap_ev": [7.52, 7.52], "homo_ev": [-12.099, -12.098], "de_lowest_kcal_mol": 95.14, "smiles": "N/N=C/NN=C=[NH2+]"}

# 5
{"formula": "C5H7N", "method": "the ωB97M-V functional and the def2-TZVPD basis", "elements": ["C", "C", "C", "N", "C", "C", "H", "H", "H", "H", "H", "H", "H"], "coordinates": [[-1.88330, -0.33867, 0.14074], [-0.41266, -0.09452, 0.09600], [0.23736, 0.83217, 0.92238], [1.58094, 0.91317, 0.24049], [1.63475, -0.17633, -0.55858], [0.37366, -0.66236, -0.87677], [-2.05402, -1.35568, -0.24025], [-2.49864, 0.48233, -0.35627], [-2.14456, -0.38257, 1.17867], [0.35960, 1.90881, 0.95555], [2.12137, 0.80393, 1.07992], [2.51241, -0.36752, -1.14977], [0.17310, -1.56275, -1.43210]], "forces_ev_per_a": [[-0.4, 0.1, -0.1], [-3.1, 2.4, 1.4], [2.2, 0.2, -3.9], [-0.7, -2.7, 1.8], [0.1, 0.1, -3.1], [2.9, -0.7, 1.5], [-0.5, 0.5, -0.3], [0.8, -1.3, 0.4], [-0.6, 0.1, 0.6], [-2.6, 0.7, 1.7], [1.6, 0.6, 0.2], [0.5, -0.3, 0.2], [-0.2, 0.2, -0.4]], "energy_ev": -6785.61504, "total_charge": 0, "gap_ev": 9.53, "homo_ev": -8.452, "de_lowest_kcal_mol": 66.82, "smiles": "Cc1cc[nH]c1"}

# 6
{"formula": "C4H10O2S", "method": "the ωB97M-V functional and the def2-TZVPD basis", "elements": ["C", "C", "C", "C", "O", "O", "S", "H", "H", "H", "H", "H", "H", "H", "H", "H", "H"], "coordinates": [[-0.59576, 1.24508, 0.62478], [-0.44363, 0.04884, -1.65314], [-0.68742, -1.27347, 0.47928], [-0.13951, -0.02718, -0.12578], [2.42344, -1.12780, -0.05294], [2.38808, 1.30045, 0.11805], [1.72175, 0.04953, 0.33176], [-0.01550, 1.17018, 1.55682], [-0.32761, 2.17953, 0.08539], [-1.63635, 1.27908, 0.85613], [-0.59620, -0.95019, -2.23787], [0.19505, 0.82836, -2.09474], [-1.44254, 0.50736, -1.74161], [-0.78072, -2.23711, -0.14091], [-0.03196, -1.61444, 1.40585], [-1.79525, -1.19930, 0.71835], [1.76412, -0.17894, 1.87057]], "forces_ev_per_a": [[1.4, 0.0, -0.3], [-0.6, -0.3, -0.2], [-0.6, -3.2, 1.8], [0.1, 0.8, -1.0], [0.0, -1.1, -1.1], [-0.9, 0.6, -0.4], [1.0, -1.1, 2.8], [-0.6, 0.7, 0.1], [0.0, -0.7, 0.4], [-0.8, -0.3, 0.1], [1.1, 1.8, 1.2], [0.1, -0.8, -0.4], [0.1, -0.1, 0.3], [1.0, 1.6, 0.2], [-1.7, 0.8, -1.5], [1.4, 0.5, 0.4], [-1.0, 0.8, -2.4]], "energy_ev": -19238.13964, "total_charge": 0, "gap_ev": 10.82, "homo_ev": -10.380, "de_lowest_kcal_mol": 65.76, "smiles": "CC(C)(C)[SH](=O)=O"}

# 7
{"formula": "C34H52N3O3SV", "method": "the ωB97M-V functional and the def2-TZVPD basis", "elements": ["V", "C", "C", "C", "C", "C", "C", "C", "C", "C", "C", "C", "C", "C", "C", "C", "C", "C", "H", "H", "H", "H", "H", "H", "H", "H", "H", "H", "H", "H", "H", "H", "H", "H", "H", "H", "H", "H", "H", "H", "H", "H", "H", "H", "H", "H", "H", "C", "C", "C", "C", "N", "C", "C", "C", "C", "C", "C", "N", "H", "H", "H", "H", "H", "H", "H", "H", "O", "C", "O", "C", "N", "C", "C", "C", "H", "H", "H", "H", "H", "H", "H", "H", "H", "C", "S", "C", "O", "H", "H", "H", "H", "H", "H"], "coordinates": [[-0.00363, 0.40008, 0.31169], [-1.99707, 0.62533, 1.39801], [-1.71814, -0.73360, 1.74781], [-2.09123, -1.53176, 0.60147], [-2.55370, -0.64921, -0.37471], [-2.45187, 0.69421, 0.06520], [-3.08002, 1.91086, -0.59397], [-2.81957, 1.92984, -2.10207], [-2.52221, 3.20522, -0.00026], [-4.59534, 1.86456, -0.35057], [-2.17384, -3.05191, 0.39548], [-3.53093, -3.55845, 0.91812], [-2.11885, -3.41373, -1.09545], [-1.02375, -3.83805, 1.03528], [-1.32544, -1.09208, 3.19770], [-1.42999, 0.15092, 4.09641], [-2.29954, -2.10418, 3.82495], [0.12481, -1.58544, 3.33257], [-1.91575, 1.46637, 2.06548], [-2.94141, -0.94981, -1.33638], [-1.74867, 2.01708, -2.30654], [-3.31745, 2.78557, -2.56460], [-3.20562, 1.02867, -2.58618], [-1.44447, 3.27475, -0.17711], [-2.70886, 3.26745, 1.07366], [-2.99707, 4.06987, -0.46999], [-5.02616, 0.95700, -0.77747], [-5.09064, 2.72799, -0.80312], [-4.80941, 1.86505, 0.71985], [-4.34115, -3.05656, 0.38605], [-3.66228, -3.36321, 1.97827], [-3.62576, -4.63510, 0.75086], [-2.93646, -2.97163, -1.66563], [-2.19880, -4.49730, -1.20482], [-1.17230, -3.10591, -1.53837], [-1.00590, -3.77438, 2.11816], [-0.05851, -3.48524, 0.65680], [-1.11843, -4.89426, 0.77255], [-2.44708, 0.54425, 4.13209], [-0.75685, 0.93680, 3.75924], [-1.13944, -0.12385, 5.11305], [-3.32997, -1.77243, 3.68842], [-2.10959, -2.18015, 4.89843], [-2.21198, -3.10547, 3.41457], [0.80243, -0.73890, 3.20233], [0.39157, -2.34208, 2.59800], [0.29612, -1.99629, 4.33201], [3.98836, -1.20943, 1.62345], [4.24362, -2.23516, 0.72726], [3.32757, -2.47828, -0.28184], [2.17261, -1.71292, -0.35619], [1.92733, -0.71610, 0.51252], [2.82231, -0.47944, 1.47666], [1.20664, -1.83408, -1.48930], [1.37560, -2.74927, -2.52224], [0.58446, -2.64839, -3.65325], [-0.36228, -1.63843, -3.71493], [-0.53091, -0.82946, -2.60555], [0.21589, -0.93405, -1.50274], [4.67748, -0.97841, 2.42344], [5.14310, -2.83114, 0.80479], [3.51069, -3.26357, -0.99967], [2.57992, 0.33194, 2.14752], [2.13735, -3.51230, -2.45873], [0.71200, -3.34128, -4.47443], [-0.98419, -1.49971, -4.58835], [-1.29282, -0.06648, -2.58793], [1.81753, 3.65882, -2.02243], [1.79458, 2.40208, -1.64233], [0.84300, 1.94477, -1.03669], [3.06039, 1.61553, -1.97855], [4.07345, 2.55713, -2.48340], [4.50917, 2.13747, -3.83343], [3.30326, 1.37572, -4.35909], [2.83375, 0.61049, -3.12357], [3.36110, 1.11575, -1.05558], [4.84632, 2.67466, -1.84439], [2.73681, 3.76715, -2.39713], [5.38421, 1.48330, -3.78199], [4.76558, 3.00607, -4.43724], [3.55054, 0.72283, -5.19363], [2.53186, 2.07483, -4.69176], [3.46573, -0.26358, -2.95629], [1.80237, 0.27738, -3.18796], [1.25005, 3.34164, 3.81478], [0.32229, 3.03307, 2.32395], [1.04219, 4.31466, 1.31117], [0.90720, 1.73093, 1.79469], [2.31476, 3.28109, 3.59081], [0.96641, 2.58120, 4.53871], [0.98154, 4.32968, 4.18925], [0.74627, 5.28056, 1.72291], [0.64900, 4.20144, 0.30397], [2.12614, 4.20042, 1.31740]], "forces_ev_per_a": [[0.2, -0.3, -0.1], [0.0, -0.2, 0.0], [0.4, 0.4, 0.2], [0.0, -0.2, 0.1], [-0.1, 0.1, -0.1], [-0.1, 0.1, 0.0], [0.0, 0.0, 0.0], [0.0, 0.0, 0.0], [0.0, 0.0, 0.0], [0.0, 0.0, 0.0], [0.0, 0.0, 0.0], [0.1, 0.0, 0.0], [0.0, 0.0, 0.0], [0.0, 0.0, 0.0], [-0.2, -0.1, 0.0], [0.0, -0.1, 0.0], [0.0, 0.0, 0.0], [0.0, 0.0, 0.0], [-0.1, 0.0, 0.0], [0.0, 0.0, 0.0], [0.0, 0.0, 0.0], [0.0, 0.0, 0.0], [0.0, 0.0, 0.0], [0.0, 0.0, 0.0], [0.0, 0.0, 0.0], [0.0, 0.0, 0.0], [0.0, 0.0, 0.0], [0.0, 0.0, 0.0], [0.0, 0.0, 0.0], [0.0, 0.0, 0.0], [0.0, 0.0, 0.0], [0.0, 0.0, 0.0], [0.0, 0.0, 0.0], [0.0, 0.0, 0.0], [0.0, 0.0, 0.0], [0.0, 0.0, 0.0], [0.0, 0.0, 0.0], [0.0, 0.0, 0.0], [0.0, 0.0, 0.0], [0.0, 0.1, 0.0], [0.0, 0.0, 0.0], [0.0, 0.0, 0.0], [0.0, 0.0, 0.0], [0.0, 0.0, 0.0], [0.0, 0.0, 0.0], [0.0, 0.0, 0.0], [0.0, 0.0, 0.0], [0.0, -0.1, 0.0], [-0.1, 0.1, 0.0], [0.0, -0.2, 0.1], [-0.1, 0.2, -0.2], [0.0, 0.0, 0.0], [0.0, -0.1, 0.0], [0.0, 0.0, 0.1], [0.1, 0.0, 0.0], [0.0, 0.0, 0.0], [0.0, -0.1, 0.0], [0.0, 0.0, 0.0], [0.1, 0.1, -0.2], [0.0, 0.0, 0.0], [0.0, 0.0, 0.0], [0.0, 0.0, 0.0], [0.0, 0.0, 0.0], [0.0, 0.0, 0.0], [0.0, 0.0, 0.0], [0.0, 0.0, 0.0], [0.0, 0.0, 0.0], [0.0, -0.1, 0.0], [0.1, 0.1, 0.2], [-0.1, -0.1, -0.1], [0.0, 0.0, 0.0], [0.0, 0.0, 0.0], [0.0, 0.0, 0.0], [0.0, 0.0, 0.0], [0.0, 0.0, 0.0], [0.0, 0.0, 0.0], [0.0, 0.0, 0.0], [0.0, 0.0, 0.0], [0.0, 0.0, 0.0], [0.0, 0.0, 0.0], [0.0, 0.0, 0.0], [0.0, 0.0, 0.0], [0.0, 0.0, 0.0], [-0.1, 0.0, 0.0], [0.0, 0.0, 0.0], [0.0, -0.1, -0.1], [0.0, 0.1, 0.1], [-0.2, 0.0, 0.0], [0.0, 0.0, 0.0], [0.0, 0.0, 0.0], [0.0, 0.0, 0.0], [0.0, 0.0, 0.0], [0.0, 0.0, 0.0], [0.0, 0.0, 0.0]], "spin_multiplicity": 4, "energy_ev": -83235.01916, "total_charge": 1, "gap_ev": [5.80, 6.54], "homo_ev": [-8.707, -9.524], "de_lowest_kcal_mol": 14.42}

# 8
{"formula": "C4H6N2O7", "method": "the ωB97M-V functional and the def2-TZVPD basis", "elements": ["C", "C", "C", "C", "N", "N", "O", "O", "O", "O", "O", "O", "O", "H", "H", "H", "H", "H", "H"], "coordinates": [[1.67574, 2.35570, -0.58407], [-0.26768, -1.96499, 0.78378], [0.48922, 1.66147, -1.14892], [0.22272, -1.17308, -0.34995], [1.62256, -0.72044, -0.37162], [-0.39987, -1.04433, -1.52096], [2.26985, -1.02556, 0.62805], [-1.75490, -1.30281, -1.49690], [1.85853, 2.70108, 0.55262], [2.03410, -0.01339, -1.27832], [0.00526, -0.70455, -2.60435], [-1.56962, -1.54331, 1.10957], [-0.34012, 0.98227, -0.59804], [2.28088, 2.54262, -1.47441], [0.45083, -1.95564, 1.60692], [-0.39686, -2.99437, 0.40451], [0.31470, 1.79202, -2.36697], [-2.13955, -1.49825, -0.58247], [-1.54700, -0.87435, 1.75455]], "forces_ev_per_a": [[0.3, 0.5, 0.2], [-0.4, -0.8, -0.5], [-2.8, -0.7, -3.0], [2.9, 0.2, -2.0], [-1.0, -0.7, 1.1], [-0.9, -1.0, 0.4], [0.0, 0.2, -0.6], [-0.8, -0.7, 0.0], [-0.1, -0.3, -0.7], [0.6, -0.5, 0.2], [-0.1, -0.2, 0.3], [-0.8, -1.4, -0.4], [-0.3, 2.5, 1.3], [1.2, 0.6, 0.3], [-0.2, 0.1, -0.2], [0.2, 0.1, 0.5], [0.9, 0.0, 2.6], [1.3, 0.6, -0.6], [0.0, 1.5, 1.2]], "energy_ev": -21548.53557, "total_charge": 0, "gap_ev": 8.66, "homo_ev": -9.755, "de_lowest_kcal_mol": 42.84, "smiles": "O=[N+]([O-])/C(CO)=[N+](\\[O-])O.O=CC=O"}